Record 1
The following is a DFT calculation (ωB97M-V/def2-TZVPD) of a cluster of 2 separate species, C4H12NO in total at a distorted geometry.

```
18
Properties=species:S:1:pos:R:3:mulliken_spin:R:1
C -0.57 1.15 0.08 0.0352
N 1.53 1.89 -1.13 0.0025
C 0.72 -0.43 -1.35 0.0047
H -0.99 0.30 0.66 0.0030
H -1.99 -2.73 1.20 0.0035
C -1.27 -2.16 1.83 -0.0309
H 0.13 0.01 -2.19 0.0005
H 1.49 0.56 0.39 -0.0005
H -0.61 -2.90 2.34 0.0878
H -1.17 1.47 -0.79 -0.0012
H 1.72 2.62 -0.44 -0.0009
C 0.81 0.84 -0.43 0.0020
H 1.01 2.24 -1.93 -0.0007
H 1.75 -0.64 -1.69 -0.0002
H -0.48 2.03 0.73 0.0013
H -1.79 -1.53 2.61 0.0362
O -0.51 -1.43 0.96 0.8623
H 0.22 -1.28 -0.85 -0.0047
```

Computed properties:
- LUMO energy (spin up / spin down): 0.878 / -1.779 eV
- Relative energy (zero: lowest compared OMol25 entry of this formula, charge and spin): 139.44 kJ/mol
- Multiplicity: 2
- HOMO energy (spin up / spin down): -9.0 / -9.0 eV


Record 2
The following is a DFT calculation (ωB97M-V/def2-TZVPD) of a cluster of 2 separate species, C4H12NO in total at a distorted geometry.

```
18
Properties=species:S:1:pos:R:3:mulliken_spin:R:1
H 1.73 0.47 -0.14 -0.0405
H -1.89 -0.93 -1.82 -0.0521
C 0.21 -0.36 -1.43 0.0183
O 2.02 -1.13 2.02 0.4227
N -0.25 0.47 0.69 0.3220
H 0.52 -1.30 -0.99 -0.0909
H 0.82 1.73 -0.62 -0.1699
H -1.44 0.79 -2.00 0.0059
H 0.66 -0.26 -2.41 0.0054
C -1.61 0.27 0.04 0.7001
C 0.70 0.68 -0.43 0.7869
H -0.32 1.26 1.39 -0.5668
H -0.01 -0.38 1.24 0.1137
H 1.87 -1.71 2.77 -0.0911
H -2.17 -0.39 0.69 -0.1961
H 2.50 -0.37 2.38 -0.1212
C -1.29 -0.11 -1.42 0.1233
H -2.05 1.27 0.04 -0.1698
```

Computed properties:
- LUMO energy (spin up / spin down): 1.010 / 0.700 eV
- Relative energy (zero: lowest compared OMol25 entry of this formula, charge and spin): 163.77 kJ/mol
- Multiplicity: 2
- HOMO energy (spin up / spin down): -3.0 / -11.8 eV


Record 3
The following is a DFT calculation (ωB97M-V/def2-TZVPD) of the ion C4H12NO with charge +1 at a distorted geometry.

```
18
Properties=species:S:1:pos:R:3:nbo_charge:R:1
O -1.07 -1.42 1.70 -0.7608
N -0.07 -1.24 -0.66 -0.7721
H 1.00 2.51 -1.61 0.2597
C 0.36 1.57 -1.69 -0.6498
H 1.60 -0.11 0.20 0.2381
H -0.33 0.22 2.28 0.2188
H 0.92 -1.13 2.19 0.2045
H -0.50 1.55 -2.46 0.2401
H -1.02 -1.44 -0.21 0.4707
C -0.21 1.18 -0.31 -0.4453
H 1.22 0.94 -1.93 0.2126
H -1.18 -1.54 2.73 0.5151
C 0.11 -0.55 1.71 -0.1212
C 0.46 -0.05 0.30 -0.0054
H 0.33 -2.24 -0.33 0.4669
H -0.26 1.91 0.44 0.2456
H -1.20 0.87 -0.66 0.2174
H -0.16 -1.02 -1.69 0.4652
```

Computed properties:
- LUMO energy: -3.513 eV
- Total charge: +1
- Relative energy (zero: lowest compared OMol25 entry of this formula, charge and spin): 231.47 kJ/mol
- Multiplicity: 1
- HOMO energy: -15.2 eV


Record 4
The following is a DFT calculation (ωB97M-V/def2-TZVPD) of a cluster of 2 separate species, C4H12NO in total at a distorted geometry.

```
18
Properties=species:S:1:pos:R:3:nbo_charge:R:1
H 2.10 -1.86 0.43 0.1958
H -1.21 2.99 0.27 0.2172
H -1.58 1.31 0.03 0.2060
H 0.44 -1.27 2.19 0.2462
O 0.97 -3.48 1.09 -0.6876
C -1.49 2.27 -0.52 -0.5764
H 0.40 1.57 -1.10 0.1932
H -0.71 1.54 -2.45 0.2250
C 0.21 -1.27 1.15 -0.3658
H 0.92 0.70 1.15 0.3773
H 1.49 -4.15 0.70 0.5043
H -2.47 2.51 -0.89 0.2509
N 0.29 0.06 0.56 0.0668
H -0.83 -1.62 1.11 0.3225
H 0.80 -2.30 -0.61 0.2085
C 1.10 -2.22 0.41 -0.0231
C -0.39 2.10 -1.56 -0.6072
H -0.06 3.11 -1.97 0.2462
```

Computed properties:
- LUMO energy: -9.714 eV
- Total charge: +1
- Relative energy (zero: lowest compared OMol25 entry of this formula, charge and spin): 672.85 kJ/mol
- Multiplicity: 1
- HOMO energy: -15.5 eV


Record 5
The following is a DFT calculation (ωB97M-V/def2-TZVPD) of a cluster of 2 separate species, C4H12NO in total at a distorted geometry.

```
18
Properties=species:S:1:pos:R:3:nbo_charge:R:1
O -3.90 -0.57 -0.56 -0.9396
N 1.72 -0.81 0.38 -0.4997
H -0.15 1.43 1.46 0.2468
H -1.01 0.76 0.12 0.2493
H -3.74 -0.41 0.37 0.4638
H 0.43 -0.80 2.03 0.2363
H 1.18 -0.55 -1.61 0.2263
H -4.37 0.21 -0.87 0.4776
H 0.59 1.81 -1.30 0.2617
C -0.04 0.80 0.59 -0.4376
C 0.36 -0.64 0.96 -0.2288
H -0.26 -1.44 0.58 0.2381
H 2.73 0.20 -1.23 0.2428
H 1.72 1.97 0.01 0.2288
H 2.45 -0.55 1.04 0.4336
C 0.99 1.29 -0.43 -0.4337
H 1.94 -1.78 0.14 0.4432
C 1.71 0.06 -0.88 -0.2088
```

Computed properties:
- LUMO energy: -3.460 eV
- Total charge: +1
- Relative energy (zero: lowest compared OMol25 entry of this formula, charge and spin): 56.59 kJ/mol
- Multiplicity: 1
- HOMO energy: -14.3 eV


Record 6
The following is a DFT calculation (ωB97M-V/def2-TZVPD) of the ion C4H12NO with charge +1 at a distorted geometry.

```
18
Properties=species:S:1:pos:R:3:nbo_charge:R:1
H 3.14 0.09 -1.48 0.5090
C 1.96 -0.08 0.20 -0.0732
H -1.28 1.03 -0.88 0.4545
H -0.55 -1.92 -0.08 0.2429
H -2.33 0.47 1.22 0.2073
H -0.28 -1.24 1.59 0.2454
H -2.50 -0.23 -0.29 0.1946
O 2.33 0.50 -1.10 -0.7546
N -0.21 1.04 -1.05 -0.7657
H 2.32 0.34 1.12 0.2026
H 0.04 1.01 0.94 0.2095
H 0.29 2.02 -0.97 0.4721
H -2.72 -1.18 1.21 0.2658
C 0.37 0.21 0.23 0.0034
H 2.16 -1.14 0.25 0.2024
C -2.06 -0.57 0.62 -0.6412
H -0.11 0.68 -2.10 0.4663
C -0.59 -1.02 0.57 -0.4411
```

Computed properties:
- LUMO energy: -3.546 eV
- Total charge: +1
- Relative energy (zero: lowest compared OMol25 entry of this formula, charge and spin): 235.15 kJ/mol
- Multiplicity: 1
- HOMO energy: -15.0 eV


Record 7
The following is a DFT calculation (ωB97M-V/def2-TZVPD) of a cluster of 2 separate species, C4H12NO2 in total at a distorted geometry.

```
19
Properties=species:S:1:pos:R:3:nbo_charge:R:1
N -1.10 0.88 -0.16 -0.8970
H -1.26 1.09 -1.15 0.3885
H 0.84 -1.78 0.71 0.1916
H 0.58 0.71 2.35 0.1969
H 1.89 -0.46 2.49 0.1882
C 1.22 0.02 1.79 -0.6124
H 0.77 2.05 -0.51 0.4971
O -1.70 -0.88 -2.19 -0.9553
C -0.24 -0.32 -0.29 -0.1118
C 0.25 -0.90 0.98 -0.4073
H -0.36 -2.18 -1.40 0.0781
H 0.56 -0.09 -1.00 0.1597
C -1.10 -1.40 -1.13 -0.0038
H 1.09 2.23 -1.99 0.4646
H -0.55 -1.25 1.64 0.1887
H -1.98 0.63 0.24 0.3497
H 1.72 0.70 1.10 0.2038
O 1.24 2.65 -1.13 -0.9719
H -1.86 -1.70 -0.34 0.0525
```

Computed properties:
- LUMO energy: 3.967 eV
- Total charge: -1
- Relative energy (zero: lowest compared OMol25 entry of this formula, charge and spin): 78.44 kJ/mol
- Multiplicity: 1
- HOMO energy: -2.6 eV


Record 8
The following is a DFT calculation (ωB97M-V/def2-TZVPD) of a structure of composition C4H12NO2 at a distorted geometry.

```
19
Properties=species:S:1:pos:R:3:nbo_charge:R:1
O -0.92 -1.05 1.63 -0.8897
N 1.05 0.72 -1.60 -0.6526
H 0.99 -1.10 0.77 0.2371
H -0.73 1.06 -2.61 0.1890
O -1.97 -2.05 -0.31 -1.1249
H -0.26 0.73 2.49 0.1321
C -0.29 0.23 1.51 -0.0769
H 0.01 2.58 -2.01 0.1685
H -0.88 1.47 -0.92 0.1908
C 1.57 0.90 -0.22 -0.2196
H 1.21 1.87 0.14 0.1759
C 1.13 -0.03 0.99 -0.4637
H -1.43 -1.41 0.54 0.4859
H 0.82 -0.21 -1.93 0.3603
H -0.92 0.73 0.77 0.1415
H 2.65 0.88 -0.30 0.1701
H 1.91 -0.01 1.77 0.1786
C -0.22 1.54 -1.78 -0.4171
H -1.26 -2.37 -0.86 0.4147
```

Computed properties:
- LUMO energy: 4.018 eV
- Total charge: -1
- Relative energy (zero: lowest compared OMol25 entry of this formula, charge and spin): 143.64 kJ/mol
- Multiplicity: 1
- HOMO energy: -3.6 eV


Record 9
The following is a DFT calculation (ωB97M-V/def2-TZVPD) of a cluster of 3 separate species, C4H12NO2 in total at a distorted geometry.

```
19
Properties=species:S:1:pos:R:3:mulliken_spin:R:1
H -0.27 0.90 -1.52 0.0055
H -0.11 -0.54 -0.24 -0.4192
H 0.57 -1.12 -0.26 0.9319
C -2.03 -1.44 -0.62 -0.0140
N -2.17 0.02 -0.67 0.1437
H -1.92 -1.77 0.43 0.0073
H -0.39 2.37 0.73 0.0178
H 1.21 0.02 1.53 -0.0079
H 1.22 1.70 2.14 -0.0045
C -0.43 1.33 0.76 0.0096
H -1.16 0.96 1.51 -0.0096
C 1.13 1.08 1.23 0.0492
H -3.01 -1.83 -1.04 -0.0001
O 2.78 -0.69 -1.13 0.0539
H 1.98 -1.28 -0.82 0.0665
H -1.23 -1.89 -1.31 -0.0052
H 2.42 0.21 -0.56 0.0071
O 2.11 1.47 0.30 0.0221
C -0.69 0.50 -0.47 0.1458
```

Computed properties:
- LUMO energy (spin up / spin down): 7.240 / 7.191 eV
- Total charge: -2
- Relative energy (zero: lowest compared OMol25 entry of this formula, charge and spin): 474.42 kJ/mol
- Multiplicity: 2
- HOMO energy (spin up / spin down): 1.8 / 1.8 eV


Record 10
The following is a DFT calculation (ωB97M-V/def2-TZVPD) of an isolated molecule of C4H12NO2 at a distorted geometry.

```
19
Properties=species:S:1:pos:R:3:mulliken_spin:R:1
H 0.60 1.33 -0.99 0.0268
C 1.49 -1.00 -0.81 0.2130
H -0.62 2.32 1.63 -0.0140
H 2.42 -1.28 -0.31 0.1581
O 0.78 -2.13 -1.31 -0.7624
N -0.84 -1.04 0.13 1.1806
H -1.52 -0.54 0.72 -0.2215
H 0.86 -0.78 1.27 -0.0123
H -0.78 -2.07 0.04 -0.1912
H 1.14 -2.99 -1.52 0.2448
H -1.05 2.71 0.00 0.0639
H -1.14 -0.80 -0.87 -0.2897
H 1.68 -0.46 -1.84 -0.0566
H -2.32 1.32 1.60 0.0305
C -0.82 1.88 0.61 0.5971
H 1.23 1.65 0.59 -0.0684
O -2.10 1.20 0.66 -0.3731
C 0.54 -0.41 0.28 0.7842
C 0.44 1.09 0.14 -0.3099
```

Computed properties:
- LUMO energy (spin up / spin down): 0.696 / 0.624 eV
- Relative energy (zero: lowest compared OMol25 entry of this formula, charge and spin): 288.45 kJ/mol
- Multiplicity: 2
- HOMO energy (spin up / spin down): -2.9 / -10.8 eV


Record 11
The following is a DFT calculation (ωB97M-V/def2-TZVPD) of a cluster of 2 separate species, C4H12NO2 in total at a distorted geometry.

```
19
Properties=species:S:1:pos:R:3:mulliken_spin:R:1
H -0.45 -2.57 2.43 0.0001
C -0.59 -1.51 2.15 0.0009
C -0.06 0.08 -2.21 0.0057
C 0.27 0.02 0.25 0.0008
H 0.16 0.84 0.96 0.0010
H -1.34 0.58 -0.76 0.0025
H 0.54 -0.82 -2.37 0.0678
H 0.72 -2.13 0.54 -0.0010
H -1.63 -1.49 1.77 0.0000
N -0.63 -0.15 -0.85 -0.0056
H 1.51 -1.05 1.65 0.0007
H -0.91 0.09 -2.92 0.0546
H 0.16 2.48 -1.45 -0.0090
O 0.00 3.27 -0.87 0.0249
H 0.22 2.89 -0.01 -0.0003
H -0.49 -0.81 2.99 0.0000
C 0.54 -1.22 1.11 0.0008
H 1.28 0.29 -0.11 0.0001
O 0.69 1.21 -2.29 0.8559
```

Computed properties:
- LUMO energy (spin up / spin down): 0.821 / -2.662 eV
- Relative energy (zero: lowest compared OMol25 entry of this formula, charge and spin): 89.08 kJ/mol
- Multiplicity: 2
- HOMO energy (spin up / spin down): -9.8 / -9.7 eV


Record 12
The following is a DFT calculation (ωB97M-V/def2-TZVPD) of a cluster of 2 separate species, C4H12NO2 in total at a distorted geometry.

```
19
Properties=species:S:1:pos:R:3:mulliken_spin:R:1
H -1.12 -1.25 -0.84 -0.0234
O 0.39 -2.67 -0.41 0.0086
H 0.18 -3.34 -1.08 -0.0038
C -1.25 1.67 0.75 0.4346
H -1.11 -0.37 1.44 0.1070
C -0.76 0.23 0.59 0.1702
H -2.31 -0.12 -0.68 -0.0744
H 1.26 -0.71 1.06 -0.0938
H 1.42 0.47 -1.42 -0.0251
H 1.08 0.79 1.63 0.0178
H -0.79 0.17 -1.48 -0.0939
C 0.77 0.21 0.75 0.0715
H 1.25 1.95 -0.46 -0.0462
O -2.43 1.87 0.34 0.2664
N -1.30 -0.26 -0.69 0.1291
H 1.33 -2.89 -0.19 -0.0014
C 1.49 0.90 -0.41 0.1659
H -0.66 2.43 1.27 -0.0021
H 2.58 0.92 -0.20 -0.0070
```

Computed properties:
- LUMO energy (spin up / spin down): 0.022 / -0.128 eV
- Relative energy (zero: lowest compared OMol25 entry of this formula, charge and spin): 116.42 kJ/mol
- Multiplicity: 2
- HOMO energy (spin up / spin down): -4.0 / -7.7 eV


Record 13
The following is a DFT calculation (ωB97M-V/def2-TZVPD) of a cluster of 2 separate species, C4H12NO2 in total at a distorted geometry.

```
19
Properties=species:S:1:pos:R:3:mulliken_spin:R:1
H -1.26 0.31 1.11 0.0532
H 1.38 0.14 -1.90 0.0041
H 0.29 2.28 -0.56 0.0068
H 1.71 2.48 -1.57 0.0004
N 0.08 -0.08 -0.36 0.0279
H -3.03 1.25 -1.08 -0.0044
H -2.64 0.14 -2.08 0.0046
O 0.24 -2.36 0.96 0.2758
H -0.02 -1.45 2.78 0.0040
H 1.78 2.36 0.29 0.0021
H -0.68 0.29 -0.97 -0.0358
H 0.19 -1.11 -0.51 -0.0057
C 1.41 0.49 -0.84 -0.0018
C -0.19 0.02 1.07 0.0400
H 0.39 0.84 1.50 0.0086
C 1.37 2.01 -0.65 -0.0126
O -2.31 0.68 -1.36 0.0103
H 2.11 -0.15 -0.30 0.0092
C 0.01 -1.34 1.70 0.6135
```

Computed properties:
- LUMO energy (spin up / spin down): 0.048 / -0.033 eV
- Relative energy (zero: lowest compared OMol25 entry of this formula, charge and spin): 127.24 kJ/mol
- Multiplicity: 2
- HOMO energy (spin up / spin down): -3.7 / -7.6 eV